C2H5IS | ωB97M-V/def2-TZVPD

## Properties
**E_tot**: -21089.121 eV
**E_HOMO**: -0.333 hartree
**LUMO**: -0.48 eV
**ΔE to the lowest compared entry with this formula, charge and spin**: 34.8 kcal per mole
**Frontier orbital gap**: 8.58 eV

Atoms and positions in Å:
C: -1.1679 0.2305 -1.8702
C: 0.8315 -0.1856 1.4336
S: -0.7721 0.0356 -3.3797
I: 1.8222 0.2808 3.1944
H: -0.5249 0.0467 -0.9326
H: -2.2688 0.4792 -1.5942
H: 1.4662 -0.4350 0.6309
H: 0.2158 -1.0531 1.5875
H: 0.3980 0.6009 0.9303

Here are the natural (NBO) charges for atoms 1 to 4, given in e: atom 1 (C): -0.510, atom 2 (C): -0.784, atom 3 (S): 0.132, atom 4 (I): 0.117